C78H114N4O18 | the ωB97M-V functional and the def2-TZVPD basis

Kohn-Sham gap, Ha: 0.299
E_LUMO, eV: 0.27

Each atom is followed by the atoms it is bonded to, with distances in Å.
Atoms and positions in Å:
1 C -8.110 -0.167 -4.107  C2 1.506, H8 1.113, H9 1.113, H10 1.089
2 C -6.791 0.558 -4.067  C1 1.506, N3 1.526, H11 1.111, H12 1.051
3 N -5.826 0.007 -3.021  C2 1.526, C4 1.498, C6 1.490
4 C -5.253 -1.331 -3.375  N3 1.498, C5 1.479, H13 1.096, H14 1.134
5 C -4.719 -1.995 -2.166  C4 1.479, H15 1.097, H16 1.092, H17 1.091
6 C -4.731 0.996 -2.821  N3 1.490, C7 1.551, H18 1.139, H19 1.095
7 C -5.156 2.381 -2.269  C6 1.551, H20 1.086, H21 1.087, H22 1.112
8 H -8.828 0.297 -4.820  C1 1.113
9 H -8.552 -0.120 -3.087  C1 1.113
10 H -7.955 -1.223 -4.320  C1 1.089
11 H -6.321 0.494 -5.072  C2 1.111
12 H -6.933 1.549 -3.748  C2 1.051
13 H -6.089 -1.884 -3.818  C4 1.096
14 H -4.393 -1.211 -4.103  C4 1.134
15 H -4.378 -3.032 -2.266  C5 1.097
16 H -3.911 -1.422 -1.705  C5 1.092
17 H -5.545 -2.044 -1.455  C5 1.091
18 H -4.069 1.098 -3.743  C6 1.139
19 H -4.101 0.575 -2.030  C6 1.095
20 H -5.642 2.267 -1.305  C7 1.086
21 H -5.801 2.918 -2.959  C7 1.087
22 H -4.218 2.962 -2.130  C7 1.112
23 C -4.719 -4.675 0.735  C24 1.552, H30 1.059, H31 1.084, H32 1.093
24 C -4.216 -5.628 1.853  C23 1.552, N25 1.481, H33 1.091, H34 1.085
25 N -4.007 -7.057 1.523  C24 1.481, C26 1.406, C28 1.464
26 C -5.221 -7.719 1.268  N25 1.406, C27 1.517, H35 1.105, H36 1.051
27 C -6.087 -7.950 2.493  C26 1.517, H37 1.131, H38 1.065, H39 1.096
28 C -2.932 -7.329 0.568  N25 1.464, C29 1.496, H40 1.083, H41 1.102
29 C -2.331 -8.685 0.763  C28 1.496, H42 1.095, H43 1.082, H44 1.125
30 H -4.035 -4.634 -0.073  C23 1.059
31 H -4.780 -3.658 1.104  C23 1.084
32 H -5.723 -4.924 0.382  C23 1.093
33 H -3.314 -5.196 2.285  C24 1.091
34 H -4.868 -5.652 2.720  C24 1.085
35 H -5.731 -7.159 0.464  C26 1.105
36 H -4.894 -8.654 0.917  C26 1.051
37 H -7.067 -8.447 2.225  C27 1.131
38 H -5.524 -8.464 3.236  C27 1.065
39 H -6.340 -6.942 2.840  C27 1.096
40 H -2.179 -6.566 0.725  C28 1.083
41 H -3.279 -7.259 -0.476  C28 1.102
42 H -1.822 -8.721 1.732  C29 1.095
43 H -1.651 -8.888 -0.054  C29 1.082
44 H -3.067 -9.535 0.785  C29 1.125
45 C 1.896 -2.046 2.001  C46 1.484, H52 1.083, H53 1.124, H54 1.096
46 C 3.106 -2.755 2.485  C45 1.484, N47 1.446, H55 1.076, H56 1.058
47 N 4.242 -2.751 1.590  C46 1.446, C48 1.490, C50 1.497
48 C 5.488 -2.969 2.378  N47 1.490, C49 1.506, H57 1.108, H58 1.091
49 C 5.977 -1.795 3.185  C48 1.506, H59 1.088, H60 1.054, H61 1.095
50 C 4.133 -3.684 0.425  N47 1.497, C51 1.524, H62 1.063, H63 1.109
51 C 4.149 -5.163 0.790  C50 1.524, H64 1.092, H65 1.091, H66 1.086
52 H 1.182 -1.971 2.812  C45 1.083
53 H 1.416 -2.598 1.147  C45 1.124
54 H 2.176 -1.025 1.717  C45 1.096
55 H 3.458 -2.302 3.395  C46 1.076
56 H 2.913 -3.757 2.763  C46 1.058
57 H 5.288 -3.815 3.066  C48 1.108
58 H 6.169 -3.262 1.578  C48 1.091
59 H 6.886 -2.050 3.726  C49 1.088
60 H 6.098 -0.887 2.663  C49 1.054
61 H 5.255 -1.527 3.962  C49 1.095
62 H 4.969 -3.503 -0.207  C50 1.063
63 H 3.218 -3.436 -0.151  C50 1.109
64 H 5.106 -5.475 1.214  C51 1.092
65 H 3.879 -5.707 -0.116  C51 1.091
66 H 3.376 -5.519 1.465  C51 1.086
67 C 1.737 -2.028 -2.088  C68 1.510, H74 1.085, H75 1.104, H76 1.137
68 C 2.951 -1.129 -2.068  C67 1.510, N69 1.499, H77 1.134, H78 1.103
69 N 3.091 -0.286 -3.300  C68 1.499, C70 1.436, C72 1.455
70 C 2.140 0.788 -3.249  N69 1.436, C71 1.522, H79 1.125, H80 1.074
71 C 1.908 1.526 -4.560  C70 1.522, H81 1.097, H82 1.124, H83 1.113
72 C 4.447 0.208 -3.483  N69 1.455, C73 1.491, H84 1.095, H85 1.090
73 C 5.417 -0.842 -3.909  C72 1.491, H86 1.109, H87 1.091, H88 1.063
74 H 1.512 -2.448 -1.114  C67 1.085
75 H 1.992 -2.862 -2.766  C67 1.104
76 H 0.835 -1.452 -2.470  C67 1.137
77 H 2.791 -0.475 -1.155  C68 1.134
78 H 3.924 -1.641 -1.988  C68 1.103
79 H 1.123 0.414 -2.949  C70 1.125
80 H 2.471 1.374 -2.413  C70 1.074
81 H 1.494 0.761 -5.229  C71 1.097
82 H 1.094 2.296 -4.477  C71 1.124
83 H 2.786 2.085 -4.954  C71 1.113
84 H 4.819 0.756 -2.611  C72 1.095
85 H 4.324 0.976 -4.246  C72 1.090
86 H 6.390 -0.357 -4.128  C73 1.109
87 H 5.038 -1.454 -4.730  C73 1.091
88 H 5.662 -1.460 -3.079  C73 1.063
89 C -2.250 0.855 5.617  C90 1.389, C94 1.371, H97 1.053
90 C -1.431 1.974 5.711  C89 1.389, C91 1.394, H98 1.081
91 C -0.396 2.177 4.800  C90 1.394, C92 1.400, O96 1.397
92 C -0.221 1.268 3.749  C91 1.400, C93 1.369, H99 1.103
93 C -0.979 0.131 3.660  C92 1.369, C94 1.387, H100 1.058
94 C -1.990 -0.022 4.596  C89 1.371, C93 1.387, O95 1.449
95 O -2.848 -1.168 4.371  C94 1.449, H101 0.951
96 O 0.394 3.308 5.019  C91 1.397, H102 0.951
97 H -3.057 0.782 6.289  C89 1.053
98 H -1.617 2.784 6.402  C90 1.081
99 H 0.517 1.526 2.972  C92 1.103
100 H -0.800 -0.579 2.896  C93 1.058
101 H -3.533 -1.196 5.030  O95 0.951
102 H 1.055 3.235 4.339  O96 0.951
103 C -6.004 1.877 2.888  C104 1.350, C108 1.392, H111 1.099
104 C -5.088 0.885 2.885  C103 1.350, C105 1.405, H112 1.054
105 C -5.068 -0.074 1.857  C104 1.405, C106 1.353, O110 1.369
106 C -5.916 0.101 0.817  C105 1.353, C107 1.393, H113 1.098
107 C -6.872 1.114 0.795  C106 1.393, C108 1.392, H114 1.093
108 C -6.913 2.029 1.844  C103 1.392, C107 1.392, O109 1.404
109 O -7.934 2.993 1.879  C108 1.404, H115 0.978
110 O -4.142 -1.081 1.808  C105 1.369, H116 0.976
111 H -5.943 2.682 3.633  C103 1.099
112 H -4.387 0.875 3.672  C104 1.054
113 H -5.883 -0.603 -0.026  C106 1.098
114 H -7.567 1.189 -0.045  C107 1.093
115 H -7.911 3.332 2.795  O109 0.978
116 H -3.650 -1.136 2.650  O110 0.976
117 C -2.793 5.513 4.203  C118 1.396, C122 1.388, H125 1.111
118 C -1.885 5.057 3.246  C117 1.396, C119 1.369, H126 1.078
119 C -0.747 5.792 3.045  C118 1.369, C120 1.381, O124 1.416
120 C -0.568 6.979 3.728  C119 1.381, C121 1.401, H127 1.061
121 C -1.498 7.468 4.654  C120 1.401, C122 1.404, H128 1.067
122 C -2.649 6.704 4.902  C117 1.388, C121 1.404, O123 1.373
123 O -3.542 7.027 5.893  C122 1.373, H129 0.965
124 O 0.377 5.373 2.293  C119 1.416, H130 0.985
125 H -3.720 4.920 4.352  C117 1.111
126 H -2.001 4.138 2.695  C118 1.078
127 H 0.358 7.497 3.700  C120 1.061
128 H -1.326 8.409 5.126  C121 1.067
129 H -4.407 6.645 5.694  O123 0.965
130 H 0.107 5.001 1.422  O124 0.985
131 C 4.969 5.913 2.864  C132 1.385, C136 1.410, H139 1.079
132 C 3.695 5.390 3.018  C131 1.385, C133 1.400, H140 1.092
133 C 3.394 4.045 2.773  C132 1.400, C134 1.368, O138 1.378
134 C 4.405 3.204 2.396  C133 1.368, C135 1.423, H141 1.083
135 C 5.722 3.693 2.168  C134 1.423, C136 1.396, H142 1.100
136 C 5.990 5.032 2.453  C131 1.410, C135 1.396, O137 1.384
137 O 7.313 5.437 2.392  C136 1.384, H143 0.964
138 O 2.094 3.594 2.847  C133 1.378, H144 0.993
139 H 5.071 6.985 2.933  C131 1.079
140 H 2.839 6.014 3.281  C132 1.092
141 H 4.110 2.181 2.200  C134 1.083
142 H 6.580 3.107 1.804  C135 1.100
143 H 7.421 6.393 2.448  O137 0.964
144 H 1.477 4.349 2.661  O138 0.993
145 C 0.250 -5.237 0.667  C146 1.400, C150 1.391, H153 1.085
146 C -0.431 -4.145 0.117  C145 1.400, C147 1.370, H154 1.086
147 C -0.827 -4.093 -1.193  C146 1.370, C148 1.413, O152 1.343
148 C -0.406 -5.154 -2.025  C147 1.413, C149 1.365, H155 1.110
149 C 0.319 -6.181 -1.492  C148 1.365, C150 1.378, H156 1.132
150 C 0.650 -6.283 -0.158  C145 1.391, C149 1.378, O151 1.352
151 O 1.384 -7.326 0.290  C150 1.352, H157 0.995
152 O -1.413 -2.986 -1.679  C147 1.343, H158 0.992
153 H 0.558 -5.286 1.706  C145 1.085
154 H -0.724 -3.328 0.769  C146 1.086
155 H -0.765 -5.183 -3.074  C148 1.110
156 H 0.562 -6.999 -2.237  C149 1.132
157 H 1.384 -8.138 -0.285  O151 0.995
158 H -1.595 -2.296 -0.990  O152 0.992
159 C 4.317 5.402 -0.904  C160 1.378, C164 1.368, H167 1.109
160 C 5.383 6.162 -1.334  C159 1.378, C161 1.374, H168 1.063
161 C 5.878 5.973 -2.602  C160 1.374, C162 1.369, O166 1.392
162 C 5.343 5.000 -3.403  C161 1.369, C163 1.394, H169 1.096
163 C 4.269 4.219 -2.980  C162 1.394, C164 1.355, H170 1.085
164 C 3.755 4.492 -1.756  C159 1.368, C163 1.355, O165 1.382
165 O 2.605 3.806 -1.411  C164 1.382, H171 0.949
166 O 6.993 6.716 -2.979  C161 1.392, H172 0.955
167 H 3.991 5.395 0.156  C159 1.109
168 H 5.813 6.920 -0.725  C160 1.063
169 H 5.848 4.863 -4.366  C162 1.096
170 H 3.975 3.410 -3.641  C163 1.085
171 H 2.383 3.203 -2.109  O165 0.949
172 H 7.154 6.594 -3.912  O166 0.955
173 C -1.663 0.082 -5.793  C174 1.350, C178 1.403, H181 1.103
174 C -1.776 1.427 -5.812  C173 1.350, C175 1.431, H182 1.081
175 C -1.594 2.188 -4.615  C174 1.431, C176 1.344, O180 1.343
176 C -1.493 1.549 -3.437  C175 1.344, C177 1.425, H183 1.093
177 C -1.402 0.127 -3.402  C176 1.425, C178 1.386, H184 1.121
178 C -1.469 -0.598 -4.581  C173 1.403, C177 1.386, O179 1.354
179 O -1.459 -1.949 -4.661  C178 1.354, H185 0.989
180 O -1.670 3.528 -4.643  C175 1.343, H186 0.967
181 H -1.775 -0.500 -6.722  C173 1.103
182 H -1.963 1.964 -6.732  C174 1.081
183 H -1.427 2.060 -2.473  C176 1.093
184 H -1.225 -0.457 -2.461  C177 1.121
185 H -1.325 -2.352 -3.768  O179 0.989
186 H -1.428 3.865 -5.516  O180 0.967
187 C -1.527 2.743 0.311  C188 1.379, C192 1.416, H195 1.085
188 C -2.149 1.513 0.299  C187 1.379, C189 1.442, H196 1.083
189 C -1.359 0.318 0.133  C188 1.442, C190 1.372, O194 1.370
190 C -0.005 0.467 -0.025  C189 1.372, C191 1.375, H197 1.106
191 C 0.608 1.697 0.007  C190 1.375, C192 1.396, H198 1.068
192 C -0.145 2.872 0.031  C187 1.416, C191 1.396, O193 1.392
193 O 0.336 4.171 -0.110  C192 1.392, H199 0.990
194 O -1.928 -0.928 0.088  C189 1.370, H200 0.953
195 H -2.216 3.581 0.339  C187 1.085
196 H -3.196 1.371 0.540  C188 1.083
197 H 0.640 -0.432 -0.039  C190 1.106
198 H 1.668 1.785 -0.095  C191 1.068
199 H 1.170 4.109 -0.639  O193 0.990
200 H -2.791 -0.973 0.488  O194 0.953
201 C 7.364 0.078 -1.077  C202 1.397, C206 1.411, H209 1.098
202 C 6.279 -0.402 -0.340  C201 1.397, C203 1.385, H210 1.118
203 C 5.189 0.382 -0.001  C202 1.385, C204 1.376, O208 1.370
204 C 5.122 1.699 -0.396  C203 1.376, C205 1.425, H211 1.085
205 C 6.216 2.233 -1.137  C204 1.425, C206 1.392, H212 1.073
206 C 7.275 1.415 -1.518  C201 1.411, C205 1.392, O207 1.390
207 O 8.337 2.008 -2.190  C206 1.390, H213 0.958
208 O 4.158 -0.096 0.765  C203 1.370, H214 0.997
209 H 8.146 -0.618 -1.406  C201 1.098
210 H 6.297 -1.453 0.040  C202 1.118
211 H 4.266 2.295 -0.099  C204 1.085
212 H 6.255 3.270 -1.409  C205 1.073
213 H 9.210 1.718 -1.924  O207 0.958
214 H 4.230 -1.082 0.887  O208 0.997